Record 1
Molecular formula: C30H63N2O6PS3
Method: DFT, ωB97M-V/def2-TZVPD

Bonds (Å) are listed after each position.
Positions of all 105 atoms, in Å:
1 C 0.861 3.711 1.674  C2 1.536, H19 1.089, H20 1.087, H21 1.087
2 C 1.458 2.393 2.188  C1 1.536, C3 1.533, H22 1.092, H23 1.090
3 C 0.482 1.211 2.190  C2 1.533, C4 1.541, H24 1.090, H25 1.088
4 C 0.661 0.299 3.420  C3 1.541, N5 1.476, H26 1.087, H27 1.089
5 N 0.653 -1.162 3.211  C4 1.476, C6 1.462, C13 1.407
6 C 1.570 -1.656 2.185  N5 1.462, C7 1.515, H28 1.100, H29 1.092
7 C 2.964 -1.070 2.276  C6 1.515, C8 1.537, H30 1.088, H31 1.088
8 C 3.831 -1.550 1.101  C7 1.537, C9 1.526, H32 1.089, H33 1.090
9 C 3.914 -0.568 -0.064  C8 1.526, P10 1.839, H34 1.092, H35 1.091
10 P 2.312 -0.196 -0.886  C9 1.839, N11 1.731, S12 2.134
11 N 1.798 -1.749 -1.454  P10 1.731, H36 1.014, H37 1.014
12 S 3.195 0.629 -2.645  P10 2.134, H38 1.337
13 C -0.634 -1.701 3.038  N5 1.407, S14 1.612, S15 1.802
14 S -1.348 -2.581 4.185  C13 1.612
15 S -1.489 -1.429 1.475  C13 1.802, C16 1.829
16 C -2.858 -0.364 2.055  S15 1.829, C17 1.528, H39 1.087, H40 1.087
17 C -4.203 -1.087 2.110  C16 1.528, C18 1.528, H41 1.086, H42 1.088
18 C -5.359 -0.161 1.733  C17 1.528, H43 1.089, H44 1.090, H45 1.088
19 H 1.309 4.549 2.205  C1 1.089
20 H 1.072 3.863 0.618  C1 1.087
21 H -0.210 3.760 1.853  C1 1.087
22 H 2.330 2.157 1.575  C2 1.092
23 H 1.819 2.568 3.202  C2 1.090
24 H -0.527 1.623 2.219  C3 1.090
25 H 0.560 0.650 1.261  C3 1.088
26 H 1.583 0.538 3.944  C4 1.087
27 H -0.142 0.502 4.128  C4 1.089
28 H 1.154 -1.494 1.181  C6 1.100
29 H 1.643 -2.738 2.314  C6 1.092
30 H 3.416 -1.432 3.198  C7 1.088
31 H 2.948 0.017 2.251  C7 1.088
32 H 4.849 -1.662 1.473  C8 1.089
33 H 3.501 -2.527 0.750  C8 1.090
34 H 4.621 -0.945 -0.807  C9 1.092
35 H 4.299 0.394 0.276  C9 1.091
36 H 2.300 -2.522 -1.032  N11 1.014
37 H 0.827 -1.845 -1.179  N11 1.014
38 H 2.205 0.406 -3.515  S12 1.337
39 H -2.880 0.479 1.370  C16 1.087
40 H -2.582 -0.013 3.046  C16 1.087
41 H -4.214 -1.946 1.445  C17 1.086
42 H -4.372 -1.448 3.123  C17 1.088
43 H -5.573 0.558 2.523  C18 1.089
44 H -5.135 0.396 0.824  C18 1.090
45 H -6.261 -0.741 1.553  C18 1.088
46 C 3.785 3.001 6.152  C47 1.511, H50 1.088, H51 1.091, H52 1.091
47 C 2.391 3.455 6.517  C46 1.511, C48 1.510, O49 1.208
48 C 2.221 4.104 7.869  C47 1.510, H53 1.091, H54 1.091, H55 1.087
49 O 1.459 3.304 5.763  C47 1.208
50 H 3.775 2.553 5.161  C46 1.088
51 H 4.469 3.850 6.157  C46 1.091
52 H 4.142 2.268 6.877  C46 1.091
53 H 2.848 4.995 7.938  C48 1.091
54 H 2.521 3.413 8.657  C48 1.091
55 H 1.180 4.384 8.011  C48 1.087
56 C -6.938 -6.051 2.170  C57 1.510, H60 1.087, H61 1.091, H62 1.091
57 C -6.038 -4.841 2.092  C56 1.510, C58 1.511, O59 1.208
58 C -4.604 -5.034 2.526  C57 1.511, H63 1.091, H64 1.091, H65 1.088
59 O -6.448 -3.773 1.704  C57 1.208
60 H -7.938 -5.786 1.835  C56 1.087
61 H -6.545 -6.851 1.541  C56 1.091
62 H -6.985 -6.416 3.197  C56 1.091
63 H -4.126 -5.797 1.909  C58 1.091
64 H -4.569 -5.364 3.565  C58 1.091
65 H -4.055 -4.100 2.430  C58 1.088
66 C 0.341 -1.508 -5.670  C67 1.509, H70 1.088, H71 1.091, H72 1.091
67 C 0.827 -0.315 -6.455  C66 1.509, C68 1.505, O69 1.212
68 C 1.049 -0.504 -7.932  C67 1.505, H73 1.091, H74 1.091, H75 1.083
69 O 1.027 0.756 -5.922  C67 1.212
70 H 0.221 -1.239 -4.622  C66 1.088
71 H -0.615 -1.850 -6.068  C66 1.091
72 H 1.059 -2.325 -5.751  C66 1.091
73 H 0.119 -0.794 -8.422  C68 1.091
74 H 1.790 -1.283 -8.115  C68 1.091
75 H 1.399 0.426 -8.364  C68 1.083
76 C 0.764 2.132 -12.771  C77 1.508, H80 1.087, H81 1.091, H82 1.091
77 C 1.195 1.561 -11.443  C76 1.508, C78 1.511, O79 1.210
78 C 1.795 2.516 -10.438  C77 1.511, H83 1.092, H84 1.091, H85 1.085
79 O 1.066 0.387 -11.177  C77 1.210
80 H 0.351 1.342 -13.392  C76 1.087
81 H 0.010 2.906 -12.617  C76 1.091
82 H 1.619 2.583 -13.278  C76 1.091
83 H 1.068 3.287 -10.179  C78 1.092
84 H 2.685 2.996 -10.846  C78 1.091
85 H 2.068 1.971 -9.541  C78 1.085
86 C -1.422 -4.006 8.695  C87 1.511, H90 1.087, H91 1.092, H92 1.091
87 C -2.868 -3.569 8.698  C86 1.511, C88 1.510, O89 1.208
88 C -3.168 -2.241 8.045  C87 1.510, H93 1.091, H94 1.091, H95 1.087
89 O -3.737 -4.248 9.191  C87 1.208
90 H -1.331 -4.971 9.187  C86 1.087
91 H -1.057 -4.083 7.669  C86 1.092
92 H -0.809 -3.272 9.220  C86 1.091
93 H -2.867 -2.275 6.997  C88 1.091
94 H -2.618 -1.442 8.543  C88 1.091
95 H -4.235 -2.037 8.105  C88 1.087
96 C 2.569 3.705 -5.199  C97 1.508, H100 1.087, H101 1.092, H102 1.091
97 C 2.167 4.439 -6.452  C96 1.508, C98 1.511, O99 1.209
98 C 0.692 4.450 -6.783  C97 1.511, H103 1.091, H104 1.092, H105 1.088
99 O 2.975 4.985 -7.166  C97 1.209
100 H 3.647 3.764 -5.071  C96 1.087
101 H 2.077 4.147 -4.331  C96 1.092
102 H 2.265 2.659 -5.269  C96 1.091
103 H 0.125 4.925 -5.981  C98 1.091
104 H 0.339 3.423 -6.901  C98 1.092
105 H 0.532 5.000 -7.707  C98 1.088

Summary:
Electronic energy, eV: -89191.1011
SMILES: CCCCN(CCCCP(N)S)C(=S)SCCC.CC(C)=O.CC(C)=O.CC(C)=O.CC(C)=O.CC(C)=O.CC(C)=O

Löwdin atomic charge list, values in e, 8 entries:
1 C -0.094
2 C -0.254
3 C -0.204
4 C -0.168
5 N -0.224
6 C -0.236
7 C -0.178
8 C -0.252


Record 2
Molecular formula: C30H63N3O33
Method: DFT, ωB97M-V/def2-TZVPD

Bonds (Å) are listed after each position.
Positions of all 129 atoms, in Å:
1 C -6.108 1.714 -1.965  N2 1.470, H5 1.093, H6 1.066, H7 1.080
2 N -6.153 3.176 -1.812  C1 1.470, O3 1.221, O4 1.230
3 O -6.207 3.692 -0.707  N2 1.221
4 O -6.132 3.866 -2.830  N2 1.230
5 H -5.759 1.333 -1.002  C1 1.093
6 H -5.392 1.551 -2.737  C1 1.066
7 H -7.143 1.478 -2.164  C1 1.080
8 C 3.403 -4.242 -1.488  N9 1.562, H12 1.063, H13 1.083, H14 1.079
9 N 2.364 -3.781 -2.559  C8 1.562, O10 1.225, O11 1.211
10 O 1.887 -2.665 -2.391  N9 1.225
11 O 2.211 -4.513 -3.511  N9 1.211
12 H 2.902 -4.053 -0.570  C8 1.063
13 H 4.224 -3.568 -1.700  C8 1.083
14 H 3.631 -5.267 -1.738  C8 1.079
15 C -4.317 2.423 -5.726  N16 1.483, H19 1.087, H20 1.111, H21 1.070
16 N -3.428 2.861 -4.623  C15 1.483, O17 1.234, O18 1.209
17 O -3.500 2.221 -3.570  N16 1.234
18 O -2.679 3.791 -4.812  N16 1.209
19 H -3.887 1.545 -6.199  C15 1.087
20 H -4.446 3.314 -6.379  C15 1.111
21 H -5.264 2.155 -5.306  C15 1.070
22 C -4.912 -4.307 -1.088  O23 1.460, H28 1.081, H29 1.088, H30 1.095
23 O -3.465 -4.121 -1.028  C22 1.460, C24 1.327
24 C -2.916 -4.762 -2.052  O23 1.327, O25 1.183, O26 1.348
25 O -3.426 -5.445 -2.872  C24 1.183
26 O -1.576 -4.619 -2.026  C24 1.348, C27 1.463
27 C -0.998 -3.857 -0.919  O26 1.463, H31 1.087, H32 1.087, H33 1.085
28 H -5.385 -3.891 -0.210  C22 1.081
29 H -5.048 -5.378 -1.225  C22 1.088
30 H -5.235 -3.775 -1.988  C22 1.095
31 H 0.077 -3.979 -1.025  C27 1.087
32 H -1.352 -4.152 0.065  C27 1.087
33 H -1.284 -2.824 -1.085  C27 1.085
34 C 5.049 -2.093 3.073  O35 1.430, H40 1.082, H41 1.079, H42 1.084
35 O 4.867 -3.384 3.661  C34 1.430, C36 1.278
36 C 3.760 -3.992 3.467  O35 1.278, O37 1.209, O38 1.328
37 O 2.856 -3.646 2.743  C36 1.209
38 O 3.798 -5.061 4.254  C36 1.328, C39 1.441
39 C 2.583 -5.836 4.279  O38 1.441, H43 1.086, H44 1.069, H45 1.085
40 H 4.266 -1.450 3.453  C34 1.082
41 H 4.937 -2.135 2.000  C34 1.079
42 H 6.036 -1.740 3.348  C34 1.084
43 H 2.763 -6.456 5.151  C39 1.086
44 H 2.535 -6.464 3.415  C39 1.069
45 H 1.728 -5.215 4.520  C39 1.085
46 C 6.461 1.790 1.613  O47 1.454, H52 1.099, H53 1.106, H54 1.091
47 O 5.488 2.737 2.136  C46 1.454, C48 1.310
48 C 4.323 2.213 2.424  O47 1.310, O49 1.212, O50 1.360
49 O 4.132 1.064 2.762  C48 1.212
50 O 3.393 3.199 2.316  C48 1.360, C51 1.437
51 C 2.048 2.860 2.694  O50 1.437, H55 1.086, H56 1.081, H57 1.079
52 H 7.251 2.364 1.108  C46 1.099
53 H 5.918 1.175 0.872  C46 1.106
54 H 6.831 1.217 2.464  C46 1.091
55 H 1.470 3.705 2.333  C51 1.086
56 H 1.863 2.754 3.753  C51 1.081
57 H 1.810 1.942 2.179  C51 1.079
58 C -4.093 -0.986 1.613  O59 1.448, H64 1.098, H65 1.074, H66 1.079
59 O -2.855 -0.954 2.362  C58 1.448, C60 1.356
60 C -2.341 -2.198 2.527  O59 1.356, O61 1.190, O62 1.355
61 O -2.766 -3.268 2.229  C60 1.190
62 O -1.157 -1.932 3.132  C60 1.355, C63 1.482
63 C -0.229 -3.057 3.395  O62 1.482, H67 1.068, H68 1.088, H69 1.071
64 H -4.467 0.043 1.680  C58 1.098
65 H -4.855 -1.513 2.157  C58 1.074
66 H -3.942 -1.290 0.588  C58 1.079
67 H -0.558 -3.479 4.319  C63 1.068
68 H 0.790 -2.677 3.380  C63 1.088
69 H -0.393 -3.733 2.581  C63 1.071
70 C 0.400 1.390 -3.766  O71 1.398, H76 1.113, H77 1.098, H78 1.083
71 O -0.160 0.120 -3.928  C70 1.398, C72 1.330
72 C -1.154 0.104 -4.811  O71 1.330, O73 1.192, O74 1.341
73 O -1.452 0.964 -5.581  C72 1.192
74 O -1.861 -1.036 -4.808  C72 1.341, C75 1.475
75 C -1.601 -2.070 -3.789  O74 1.475, H79 1.089, H80 1.084, H81 1.083
76 H -0.362 1.963 -3.192  C70 1.113
77 H 0.496 1.969 -4.694  C70 1.098
78 H 1.320 1.237 -3.216  C70 1.083
79 H -0.538 -2.062 -3.556  C75 1.089
80 H -1.951 -3.039 -4.127  C75 1.084
81 H -2.143 -1.839 -2.880  C75 1.083
82 C -1.037 4.564 -1.072  O83 1.454, H88 1.097, H89 1.084, H90 1.076
83 O -0.951 5.962 -1.460  C82 1.454, C84 1.296
84 C -1.984 6.670 -1.794  O83 1.296, O85 1.184, O86 1.388
85 O -1.919 7.837 -1.984  C84 1.184
86 O -3.153 5.922 -1.776  C84 1.388, C87 1.421
87 C -4.309 6.635 -2.195  O86 1.421, H91 1.089, H92 1.092, H93 1.082
88 H -0.944 4.531 0.021  C82 1.097
89 H -0.106 4.168 -1.461  C82 1.084
90 H -1.881 4.029 -1.470  C82 1.076
91 H -4.022 7.534 -2.738  C87 1.089
92 H -4.948 6.858 -1.338  C87 1.092
93 H -4.806 5.961 -2.879  C87 1.082
94 C 3.153 2.767 -0.966  O95 1.425, H100 1.087, H101 1.085, H102 1.086
95 O 3.621 2.545 -2.294  C94 1.425, C96 1.383
96 C 2.926 3.272 -3.244  O95 1.383, O97 1.194, O98 1.311
97 O 1.989 3.984 -3.040  C96 1.194
98 O 3.548 2.952 -4.352  C96 1.311, C99 1.417
99 C 3.267 3.784 -5.464  O98 1.417, H103 1.066, H104 1.094, H105 1.088
100 H 2.277 2.168 -0.731  C94 1.087
101 H 2.996 3.831 -0.822  C94 1.085
102 H 3.970 2.405 -0.348  C94 1.086
103 H 2.304 4.240 -5.479  C99 1.066
104 H 3.273 3.110 -6.325  C99 1.094
105 H 4.129 4.447 -5.515  C99 1.088
106 C 0.645 -2.179 8.622  O107 1.476, H112 1.075, H113 1.082, H114 1.071
107 O 1.323 -1.411 7.559  C106 1.476, C108 1.330
108 C 2.226 -2.142 6.911  O107 1.330, O109 1.187, O110 1.370
109 O 2.553 -3.254 7.167  C108 1.187
110 O 2.771 -1.503 5.829  C108 1.370, C111 1.422
111 C 2.672 -0.088 5.726  O110 1.422, H115 1.083, H116 1.076, H117 1.088
112 H -0.027 -2.835 8.098  C106 1.075
113 H 0.116 -1.459 9.234  C106 1.082
114 H 1.338 -2.693 9.255  C106 1.071
115 H 2.807 0.133 4.674  C111 1.083
116 H 3.454 0.414 6.266  C111 1.076
117 H 1.729 0.271 6.132  C111 1.088
118 C -2.271 0.781 -0.966  O119 1.460, H124 1.081, H125 1.083, H126 1.088
119 O -1.452 -0.284 -0.395  C118 1.460, C120 1.343
120 C -0.292 0.028 0.206  O119 1.343, O121 1.194, O122 1.297
121 O 0.240 1.097 0.211  C120 1.194
122 O 0.126 -1.082 0.730  C120 1.297, C123 1.464
123 C 1.539 -1.241 1.079  O122 1.464, H127 1.074, H128 1.085, H129 1.102
124 H -1.628 1.309 -1.656  C118 1.081
125 H -2.774 1.463 -0.291  C118 1.083
126 H -3.028 0.227 -1.516  C118 1.088
127 H 2.117 -0.930 0.229  C123 1.074
128 H 1.667 -2.301 1.271  C123 1.085
129 H 1.772 -0.622 1.961  C123 1.102

Summary:
Electronic energy, eV: -104159.6145
SMILES: C[N+](=O)[O-].C[N+](=O)[O-].C[N+](=O)[O-].COC(=O)OC.COC(=O)OC.COC(=O)OC.COC(=O)OC.COC(=O)OC.COC(=O)OC.COC(=O)OC.COC(=O)OC.COC(=O)OC
Energy relative to the best compared isomer or geometry (same formula, charge and spin), kJ/mol: 0.00

Löwdin atomic charge list, values in e, 8 entries:
1 C 0.051
2 N -0.426
3 O 0.067
4 O 0.039
5 H 0.098
6 H 0.054
7 H 0.108
8 C 0.088


Number 1: E_HOMO -8.24 eV, orbital gap 7.75 eV, LUMO energy -0.5 eV. Number 2: E_HOMO -10.27 eV, orbital gap 10.33 eV, LUMO energy 0.1 eV.